(1)
Computed, not measured: a cluster of 10 separate species, C44H113F6N7O17P in total, with ωB97M-V with the def2-TZVPD basis set.

Positions of all 188 atoms, in Å:
P  -0.597  0.704  0.713
F  -1.263  0.432  -0.722
F  0.056  -0.789  0.640
F  0.745  1.352  0.118
F  -0.081  0.816  2.242
F  -1.262  2.169  0.872
F  -1.951  -0.001  1.367
C  2.960  -1.064  1.401
O  3.567  -2.322  1.501
C  3.883  -2.713  2.826
C  5.127  -3.555  2.861
N  6.258  -2.738  2.429
C  7.489  -3.516  2.309
C  8.509  -2.690  1.511
O  8.003  -2.479  0.205
C  8.821  -1.637  -0.560
H  3.511  -0.216  1.830
H  1.986  -1.103  1.898
H  2.774  -0.731  0.380
H  2.985  -3.234  3.187
H  3.966  -1.850  3.494
H  5.068  -4.560  2.424
H  5.327  -3.784  3.918
H  6.024  -2.346  1.521
H  7.316  -4.517  1.896
H  7.926  -3.658  3.303
H  9.335  -3.402  1.378
H  8.747  -1.767  2.040
H  8.492  -1.732  -1.593
H  9.900  -1.847  -0.538
H  8.765  -0.603  -0.197
C  -3.557  -0.870  10.376
O  -3.962  -0.635  9.056
C  -3.817  0.719  8.712
C  -4.315  0.910  7.272
N  -3.266  0.433  6.359
C  -3.742  0.516  4.972
C  -2.732  -0.069  4.015
O  -2.677  -1.450  4.225
C  -1.647  -2.095  3.496
H  -3.566  -1.941  10.581
H  -4.228  -0.423  11.119
H  -2.543  -0.528  10.609
H  -2.781  1.060  8.773
H  -4.434  1.419  9.293
H  -4.482  1.956  7.010
H  -5.275  0.401  7.112
H  -3.003  -0.531  6.526
H  -4.010  1.544  4.722
H  -4.652  -0.097  4.878
H  -1.793  0.504  4.022
H  -3.028  0.148  2.975
H  -1.766  -3.165  3.605
H  -0.653  -1.777  3.839
H  -1.641  -1.719  2.467
C  -1.223  3.488  -2.145
O  -1.354  4.373  -3.250
C  -2.249  3.860  -4.217
C  -1.940  4.450  -5.557
N  -2.175  5.904  -5.655
C  -1.591  6.448  -6.859
C  -0.116  6.898  -6.675
O  0.073  7.619  -5.483
C  -0.197  8.984  -5.626
H  -2.158  3.084  -1.749
H  -0.679  3.962  -1.333
H  -0.659  2.608  -2.473
H  -3.289  3.896  -3.873
H  -2.061  2.777  -4.282
H  -2.584  4.029  -6.345
H  -0.946  4.124  -5.867
H  -3.164  6.103  -5.689
H  -2.160  7.274  -7.294
H  -1.519  5.719  -7.686
H  0.246  7.434  -7.558
H  0.423  5.952  -6.598
H  -1.184  9.221  -6.033
H  0.569  9.559  -6.161
H  -0.164  9.436  -4.631
C  -2.749  -1.354  -5.074
O  -3.233  -2.449  -4.304
C  -2.241  -3.050  -3.487
C  -2.318  -2.474  -2.068
N  -3.425  -3.092  -1.354
C  -3.407  -2.617  0.030
C  -4.486  -3.229  0.908
O  -4.467  -4.646  0.828
C  -5.440  -5.202  1.665
H  -1.923  -0.836  -4.581
H  -3.612  -0.758  -5.354
H  -2.315  -1.781  -5.990
H  -1.220  -2.977  -3.884
H  -2.410  -4.127  -3.434
H  -2.312  -1.380  -2.157
H  -1.338  -2.699  -1.635
H  -4.275  -2.803  -1.830
H  -3.569  -1.534  0.092
H  -2.457  -2.868  0.501
H  -5.515  -2.873  0.789
H  -4.143  -2.931  1.912
H  -5.299  -4.894  2.706
H  -5.440  -6.288  1.562
H  -6.470  -4.963  1.357
C  4.642  1.047  4.995
O  3.319  1.373  5.391
C  2.621  2.120  4.429
C  1.248  2.398  4.993
N  0.398  3.122  4.047
C  -0.984  3.252  4.507
C  -1.180  4.349  5.548
O  -0.807  3.923  6.843
C  -1.852  3.291  7.560
H  5.245  0.883  5.890
H  5.133  1.825  4.408
H  4.579  0.090  4.469
H  2.633  1.643  3.433
H  3.045  3.085  4.101
H  1.392  3.032  5.870
H  0.841  1.443  5.355
H  0.421  2.571  3.198
H  -1.380  2.276  4.814
H  -1.498  3.516  3.577
H  -2.216  4.718  5.538
H  -0.638  5.261  5.292
H  -2.471  4.072  8.021
H  -1.372  2.775  8.391
H  -2.437  2.609  6.943
C  3.362  3.918  -7.094
O  2.782  2.658  -6.799
C  1.824  2.317  -7.803
C  1.339  0.879  -7.595
N  0.454  0.660  -6.444
C  0.895  1.229  -5.162
C  2.169  0.607  -4.549
O  1.906  -0.471  -3.691
C  1.356  -0.113  -2.438
H  2.623  4.666  -7.389
H  3.919  3.825  -8.045
H  4.121  4.108  -6.344
H  2.203  2.455  -8.817
H  0.992  3.008  -7.614
H  2.272  0.331  -7.414
H  0.857  0.536  -8.508
H  0.358  -0.333  -6.260
H  0.084  1.167  -4.435
H  1.095  2.296  -5.250
H  2.792  1.393  -4.104
H  2.769  0.236  -5.384
H  1.980  0.618  -1.919
H  1.277  -1.014  -1.831
H  0.342  0.286  -2.520
C  1.889  -7.541  -4.605
O  1.532  -6.297  -4.040
C  1.523  -6.377  -2.628
C  1.595  -4.988  -2.005
N  0.724  -4.913  -0.825
C  0.954  -3.681  -0.054
C  0.347  -3.842  1.335
O  1.109  -4.782  2.084
C  0.509  -5.005  3.343
H  1.052  -8.240  -4.475
H  2.785  -7.954  -4.137
H  2.016  -7.446  -5.683
H  2.301  -7.013  -2.184
H  0.606  -6.886  -2.308
H  1.084  -4.327  -2.718
H  2.604  -4.570  -1.924
H  1.103  -5.613  -0.180
H  0.363  -2.897  -0.530
H  2.023  -3.492  0.081
H  -0.687  -4.166  1.154
H  0.309  -2.887  1.867
H  -0.544  -5.299  3.259
H  0.591  -4.142  4.004
H  0.942  -5.906  3.781
C  -5.159  1.916  -2.276
C  -4.611  0.798  -1.430
O  -3.903  1.445  -0.375
O  -6.105  1.490  -3.255
H  -4.326  2.439  -2.752
H  -5.646  2.638  -1.610
H  -3.937  0.181  -2.033
H  -5.360  0.139  -0.985
H  -3.097  0.938  -0.181
H  -6.243  2.225  -3.857
O  3.212  2.496  0.254
H  2.840  3.384  0.262
H  2.501  1.935  0.598

Results
Charge: -1
Max |F|: 0.04761 Eh/bohr
Highest occupied orbital energy: -6.374 eV
Molar mass: 1157.38 g mol⁻¹



(2)
Computed, not measured: an isolated molecule of C13H10FN3, with ωB97M-V with the def2-TZVPD basis set.

Positions of all 27 atoms, in Å:
F  1.220  -1.918  -2.950
N  1.096  -1.531  3.054
C  0.715  -0.481  2.363
C  0.006  -0.354  4.507
C  0.834  -0.078  0.954
C  -0.096  0.293  3.279
C  0.592  1.190  0.490
C  0.899  1.672  -3.311
C  1.171  0.347  -3.610
C  0.738  2.035  -1.973
C  1.112  -0.564  -2.626
C  0.815  1.110  -0.984
C  1.124  -0.191  -1.235
N  0.636  -1.549  4.342
N  1.161  -0.929  -0.082
C  -0.596  1.676  2.592
C  0.241  2.372  1.443
H  -0.326  0.126  5.455
H  0.762  2.348  -4.118
H  1.440  -0.111  -4.605
H  0.609  3.141  -1.696
H  0.545  -2.356  4.930
H  1.268  -1.893  -0.078
H  -1.628  1.559  2.155
H  -0.813  2.387  3.370
H  -0.387  3.035  0.904
H  1.151  2.953  1.717

Results
Max |F|: 0.08297 Eh/bohr
Highest occupied orbital energy: -7.938 eV
SMILES: Fc1cccc2c3c([nH]c12)-c1n[nH]cc1CC3
Molar mass: 227.24 g mol⁻¹



(3)
Computed, not measured: a structure of composition C5H6N2O, with ωB97M-V with the def2-TZVPD basis set.

Positions of all 14 atoms, in Å:
C  0.157  -0.237  -0.269
C  1.056  0.918  -0.125
C  1.875  1.859  -0.146
C  -1.108  0.517  -0.041
C  -2.380  -0.311  0.525
H  2.723  -0.994  0.174
H  2.109  -2.558  -0.411
H  1.981  3.168  -0.328
H  -0.946  1.829  0.012
H  -2.316  -1.565  0.888
H  -2.997  0.709  1.270
N  1.729  -1.806  -0.015
N  0.261  -1.542  -0.440
O  -2.144  0.014  -1.094

Results
Max |F|: 0.12663 Eh/bohr
Highest occupied orbital energy: -8.759 eV
Molar mass: 110.12 g mol⁻¹



(4)
Computed, not measured: a cluster of 2 separate species, C5H14P2 in total, with ωB97M-V with the def2-TZVPD basis set.

Positions of all 21 atoms, in Å:
C  -1.700  1.535  1.074
C  -0.198  0.617  2.904
C  0.661  0.954  0.613
C  -0.345  1.017  1.468
C  1.909  -1.295  -2.430
P  0.413  -0.644  -2.966
P  1.757  -2.081  -0.776
H  -1.728  2.620  1.192
H  -1.920  1.302  0.034
H  -2.476  1.107  1.705
H  0.806  0.248  3.104
H  -0.397  1.468  3.557
H  -0.916  -0.166  3.150
H  0.550  1.246  -0.422
H  1.638  0.604  0.902
H  -0.444  -1.706  -3.196
H  2.649  -0.480  -2.388
H  0.591  -0.102  -4.220
H  -0.579  0.258  -2.494
H  0.992  -3.159  -1.237
H  2.946  -2.798  -0.909

Results
Max |F|: 0.02818 Eh/bohr
Highest occupied orbital energy: -7.366 eV
SMILES: PC=[PH3].C=C(C)C
Molar mass: 136.12 g mol⁻¹